Run P
ORCA calculation (ωB97M-V/def2-TZVPD) on one molecule with the formula C5H7IN2.

Properties
E_LUMO   0.009 eV
Gap between HOMO and LUMO   8.4019 eV
HOMO   -8.39 eV
Structure (SMILES)   C[C@@H](I)c1cnc[nH]1

```
! RIJCOSX wB97M-V def2-TZVPD def2/J DEFGRID3
* xyz 0 1
C 0.634 -1.956 -0.311
C 0.889 -0.691 0.565
I 3.012 -0.066 0.132
C -0.091 0.417 0.396
C -0.798 1.403 1.241
N -1.555 2.178 0.500
C -1.440 1.764 -0.748
N -0.645 0.701 -0.809
H 0.662 -1.824 -1.534
H -0.326 -2.404 -0.128
H 1.430 -2.769 -0.080
H 1.026 -0.863 1.682
H -0.585 1.496 2.347
H -1.919 2.328 -1.615
H -0.293 0.285 -1.638
*
```

Run Q
ORCA calculation (ωB97M-V/def2-TZVPD) on a 2-piece molecular cluster, C5H7IN2 overall.

Properties
E_LUMO   0.002 eV
Gap between HOMO and LUMO   8.5981 eV
HOMO   -8.60 eV

```
! RIJCOSX wB97M-V def2-TZVPD def2/J DEFGRID3
* xyz 0 1
C 0.850 -2.228 -0.346
C 1.757 -0.755 0.949
C -0.059 -1.220 -0.103
C -0.018 0.988 1.105
C -2.120 -1.037 -1.066
N 1.989 -1.919 0.337
N 0.549 -0.233 0.670
I -3.395 -0.015 0.233
H 1.015 -3.077 -0.971
H 2.566 -0.161 1.468
H -0.322 1.416 0.158
H -0.884 0.804 1.726
H 0.670 1.663 1.437
H -2.072 -2.017 -1.075
H -1.764 -0.547 -1.954
*
```

Stability order, top to bottom: run P, run Q

Run P
ORCA calculation (ωB97M-V/def2-TZVPD) on a 2-piece molecular cluster, CH3FIP overall.

Properties
E_LUMO (alpha / beta)   -0.710 / -1.356 eV
Gap between HOMO and LUMO (alpha / beta)   8.2898 / 7.4961 eV
HOMO (alpha / beta)   -9.00 / -8.85 eV

```
! RIJCOSX wB97M-V def2-TZVPD def2/J DEFGRID3
* xyz 0 1
C -1.778 0.806 -0.611
F 2.334 -1.830 0.527
P 1.784 -0.323 0.928
I -2.786 -0.740 0.536
H -1.955 0.966 -1.565
H -0.741 0.788 -0.336
H 3.142 0.333 0.521
*
```

Run Q
ORCA calculation (ωB97M-V/def2-TZVPD) on a 2-piece molecular cluster, CH3FIP overall.

Properties
E_LUMO (alpha / beta)   -0.989 / -0.498 eV
Gap between HOMO and LUMO (alpha / beta)   7.4726 / 8.1252 eV
HOMO (alpha / beta)   -8.46 / -8.62 eV

```
! RIJCOSX wB97M-V def2-TZVPD def2/J DEFGRID3
* xyz 0 1
C -0.784 1.354 -0.013
F 1.238 -2.609 -1.036
P 0.802 -1.777 0.236
I -2.767 1.597 -0.439
H -0.759 1.008 0.978
H 0.013 2.042 -0.466
H 2.258 -1.615 0.740
*
```

Stability order, top to bottom: run Q, run P

Run P
ORCA calculation (ωB97M-V/def2-TZVPD) on a 5-piece molecular cluster, C3H15NO4 overall.

Properties
E_LUMO   0.234 eV
Gap between HOMO and LUMO   8.3791 eV
HOMO   -8.15 eV
Structure (SMILES)   C=CNC.O.O.O.O

```
! RIJCOSX wB97M-V def2-TZVPD def2/J DEFGRID3
* xyz 0 1
C -0.710 -1.396 -0.914
C 0.624 -1.388 -1.005
N 1.586 -0.789 -0.146
C 2.642 -0.045 -0.910
H -1.269 -0.817 -0.140
H -1.545 -1.891 -1.439
H 1.236 -1.917 -1.862
H 1.134 -0.271 0.587
H 3.143 -0.735 -1.678
H 2.033 0.954 -1.218
H 3.462 0.247 -0.278
O -2.565 2.379 0.309
H -3.119 2.013 -0.302
H -3.088 3.130 0.755
O -1.172 1.717 -3.355
H -1.259 1.881 -2.287
H -1.071 0.764 -3.308
O -0.136 0.506 1.969
H -0.072 0.956 2.818
H -0.430 1.227 1.402
O -0.143 -2.194 3.663
H 0.428 -2.779 4.169
H 0.291 -1.551 3.170
*
```

Run Q
ORCA calculation (ωB97M-V/def2-TZVPD) on a 4-piece molecular cluster, C3H15NO4 overall.

Properties
E_LUMO   0.316 eV
Gap between HOMO and LUMO   9.2380 eV
HOMO   -8.92 eV
Structure (SMILES)   CCNCO.O.O.O

```
! RIJCOSX wB97M-V def2-TZVPD def2/J DEFGRID3
* xyz 0 1
C 1.017 0.337 -1.875
C 1.258 0.904 -0.473
N 1.231 -0.064 0.648
C 1.896 -1.324 0.396
O 1.142 -2.249 -0.362
H 1.256 1.100 -2.631
H -0.039 0.116 -1.996
H 1.669 -0.469 -2.205
H 2.263 1.329 -0.446
H 0.459 1.567 -0.295
H 0.278 -0.230 0.944
H 2.195 -1.765 1.352
H 2.819 -1.116 -0.154
H 0.204 -2.084 -0.183
O -3.026 0.313 0.679
H -3.415 -0.033 1.485
H -2.476 1.056 0.993
O -1.587 -1.674 -0.595
H -1.820 -0.865 -0.097
H -2.453 -1.948 -0.912
O -1.329 2.223 1.881
H -0.922 2.941 1.382
H -0.620 1.934 2.465
*
```

Stability order, top to bottom: run Q, run P

Run P
ORCA calculation (ωB97M-V/def2-TZVPD) on a 3-piece molecular cluster, C4H16NO3 overall.

Properties
E_LUMO   -2.823 eV
Gap between HOMO and LUMO   11.0283 eV
HOMO   -13.85 eV

```
! RIJCOSX wB97M-V def2-TZVPD def2/J DEFGRID3
* xyz 1 1
C 1.436 1.485 0.865
C 0.671 0.435 0.135
C 1.429 0.000 -1.169
C 1.093 -1.343 -1.846
O 0.243 -2.117 -1.035
N -0.732 0.996 -0.366
H 0.877 2.149 1.492
H 2.059 2.259 0.369
H 2.295 1.017 1.369
H 0.475 -0.442 0.769
H 1.417 0.817 -1.889
H 2.511 0.031 -0.943
H 0.502 -1.166 -2.784
H 1.999 -1.892 -2.168
H 0.172 -2.980 -1.466
H -1.401 0.194 -0.307
H -0.874 1.696 0.356
H -0.711 1.383 -1.321
H -0.638 2.227 2.885
H -1.574 1.189 3.136
O -0.920 1.401 2.447
H -2.096 -2.033 -0.008
H -2.591 -1.310 1.199
O -2.417 -1.169 0.260
*
```

Run Q
ORCA calculation (ωB97M-V/def2-TZVPD) on a 4-piece molecular cluster, C4H16NO3 overall.

Properties
E_LUMO   -2.863 eV
Gap between HOMO and LUMO   10.7675 eV
HOMO   -13.63 eV

```
! RIJCOSX wB97M-V def2-TZVPD def2/J DEFGRID3
* xyz 1 1
C -0.562 -2.933 1.288
C -0.650 -1.464 1.716
C 0.179 -0.482 0.973
C 1.218 -0.802 0.224
N 2.034 0.184 -0.543
H 0.432 -3.315 1.538
H -0.744 -3.103 0.228
H -1.265 -3.537 1.859
H -0.376 -1.350 2.781
H -1.682 -1.106 1.683
H -0.121 0.545 1.089
H 1.590 -1.804 0.117
H 1.530 0.350 -1.421
H 1.853 1.036 -0.013
H 3.028 0.022 -0.670
H 0.389 3.149 -1.543
H 0.880 3.186 -0.128
O 1.094 2.789 -0.971
H -0.606 -1.824 -2.205
H -1.380 -0.481 -1.664
O -0.557 -0.891 -1.957
H -2.510 3.316 -0.392
H -3.042 2.268 0.443
O -2.186 2.523 0.094
*
```

Run R
ORCA calculation (ωB97M-V/def2-TZVPD) on a 3-piece molecular cluster, C4H16NO3 overall.

Properties
E_LUMO   -2.673 eV
Gap between HOMO and LUMO   11.6726 eV
HOMO   -14.35 eV

```
! RIJCOSX wB97M-V def2-TZVPD def2/J DEFGRID3
* xyz 1 1
C 2.142 1.016 -1.251
C 0.853 0.779 -0.486
C 0.685 1.607 0.786
C -0.746 2.065 1.084
O -1.294 0.991 1.852
N 0.835 -0.716 -0.212
H 1.901 0.865 -2.307
H 2.902 0.299 -0.893
H 2.618 1.998 -1.270
H -0.067 0.889 -1.058
H 1.037 1.105 1.703
H 1.433 2.408 0.672
H -0.769 3.076 1.520
H -1.311 2.197 0.148
H -1.891 1.347 2.517
H 1.471 -0.916 0.571
H -0.104 -1.045 0.083
H 1.200 -1.311 -0.956
H -2.060 -0.707 0.234
H -2.544 -2.051 0.372
O -1.756 -1.606 0.027
H -0.513 -3.964 -1.458
H -0.689 -2.739 -2.272
O -0.218 -3.050 -1.477
*
```

Stability order, top to bottom: run R, run P, run Q

Run P
ORCA calculation (ωB97M-V/def2-TZVPD) on a 5-piece molecular cluster, C5H19NO4 overall.

Properties
E_LUMO   0.154 eV
Gap between HOMO and LUMO   9.0469 eV
HOMO   -8.89 eV
Structure (SMILES)   C/C=C(\C)NC.O.O.O.O

```
! RIJCOSX wB97M-V def2-TZVPD def2/J DEFGRID3
* xyz 0 1
C 2.264 1.188 -1.321
C 0.934 1.241 -0.699
C 0.553 0.381 0.250
C 1.528 -0.397 1.082
N -0.819 0.437 0.775
C -1.179 1.532 1.680
H 2.590 2.183 -1.569
H 3.099 0.724 -0.759
H 2.307 0.532 -2.216
H 0.279 2.044 -1.055
H 2.199 0.341 1.593
H 1.942 -1.232 0.517
H 1.051 -0.870 1.946
H -1.399 0.537 -0.054
H -0.506 1.631 2.530
H -1.129 2.554 1.274
H -2.154 1.378 2.107
O -2.755 -1.009 2.497
H -2.446 -1.898 2.744
H -1.984 -0.832 1.916
O 2.149 -2.921 -1.271
H 1.702 -2.718 -0.450
H 1.561 -2.730 -2.004
O -1.960 0.921 -1.711
H -2.511 0.534 -2.408
H -2.436 1.766 -1.619
O -0.953 -2.163 -1.434
H -1.353 -1.832 -0.603
H -0.574 -1.321 -1.735
*
```

Run Q
ORCA calculation (ωB97M-V/def2-TZVPD) on a 5-piece molecular cluster, C5H19NO4 overall.

Properties
E_LUMO   0.419 eV
Gap between HOMO and LUMO   10.1134 eV
HOMO   -9.69 eV
Structure (SMILES)   C=CCCNC.O.O.O.O

```
! RIJCOSX wB97M-V def2-TZVPD def2/J DEFGRID3
* xyz 0 1
C -1.717 -1.152 -1.685
C -0.562 -0.498 -1.421
C 0.205 0.659 -1.989
C 0.357 1.649 -0.862
N 1.169 0.996 0.292
C 1.225 1.741 1.624
H -2.438 -0.996 -2.593
H -2.252 -2.023 -1.416
H -0.153 -0.870 -0.497
H 1.122 0.237 -2.340
H -0.359 1.099 -2.848
H 0.989 2.574 -1.210
H -0.653 2.033 -0.550
H 0.640 0.197 0.496
H 2.255 2.023 1.912
H 0.734 1.299 2.504
H 0.528 2.696 1.698
O 1.638 -2.476 1.421
H 2.190 -2.261 0.706
H 1.038 -1.777 1.551
O -1.000 -0.356 1.823
H -1.100 -0.188 2.770
H -1.914 -0.491 1.587
O -3.454 -0.327 0.762
H -3.516 -1.042 0.163
H -3.228 0.441 0.320
O 3.038 -1.241 -0.542
H 2.688 -0.422 -0.349
H 2.530 -1.523 -1.328
*
```

Stability order, top to bottom: run P, run Q